Entry 1:
Molecular formula: C21H40N7O12
Method: DFT, wB97M-V/def2-TZVPD

Structure (XYZ):
```
80
Properties=species:S:1:pos:R:3:forces:R:3
C -5.8585 -1.8160 -0.2859 -0.047 -0.005 -0.020
N -4.5002 -2.1718 -0.6603 0.170 0.016 -0.184
H -4.1853 -1.5744 -1.4192 0.015 -0.097 0.041
C -3.5336 -2.1277 0.4099 0.506 0.257 -0.008
C -2.2725 -2.8720 -0.0528 0.078 0.310 0.344
O -2.5498 -4.2049 -0.3914 0.074 -0.247 0.112
H -3.4084 -4.2169 -0.8359 -0.042 0.057 -0.071
C -1.2285 -2.8786 1.0679 -0.869 0.438 -0.147
O -0.0271 -3.4810 0.6237 0.287 -0.164 -0.121
H -0.2932 -4.3127 0.2056 0.092 -0.042 0.025
C -0.9398 -1.4369 1.4948 0.515 -0.260 -0.101
C 0.0126 -1.3593 2.6933 -0.750 0.130 -0.025
O 1.3411 -1.6244 2.3172 0.307 -0.210 -0.156
H 1.3594 -2.4934 1.8916 0.115 0.064 0.018
H -0.0126 -0.3441 3.0946 -0.044 -0.041 0.008
H -0.3233 -2.0513 3.4742 -0.004 0.083 0.017
H -0.4707 -0.9188 0.6459 -0.047 -0.091 0.187
O -2.1358 -0.7676 1.8684 0.143 -0.141 0.175
C -3.1099 -0.7137 0.8736 -0.731 -0.211 0.070
H -3.9472 -0.1725 1.3397 0.133 -0.086 -0.115
O -2.6744 -0.0252 -0.2870 0.197 -0.154 -0.072
C -2.0175 1.1856 -0.0603 0.190 0.484 -0.152
H -1.5351 1.1986 0.9252 -0.014 0.082 -0.147
C -0.9376 1.3908 -1.1328 -0.603 -0.413 0.049
O -0.7749 2.7766 -1.2767 0.156 0.017 -0.099
C -1.7932 3.4987 -0.5566 -0.462 0.356 0.261
C -2.2935 4.6588 -1.3960 0.241 -0.375 0.158
H -3.0177 5.2316 -0.8247 -0.095 0.125 0.031
H -2.7648 4.3041 -2.3083 -0.050 -0.002 -0.054
H -1.4560 5.2983 -1.6585 0.044 0.118 -0.007
H -1.3524 3.8682 0.3795 -0.077 -0.088 -0.120
C -2.8928 2.4628 -0.1901 1.056 -0.256 0.114
C -3.5246 2.7904 1.1462 -0.368 0.075 -0.287
O -2.8956 2.9887 2.1451 0.140 -0.012 0.096
H -4.6246 2.8171 1.1044 -0.179 0.040 0.157
O -3.9184 2.3302 -1.1247 -0.255 0.029 -0.105
H -3.5788 1.9681 -1.9510 -0.059 -0.010 0.032
H -1.2585 0.9512 -2.0954 0.151 0.052 0.134
O 0.2291 0.7662 -0.7037 0.129 0.124 0.069
C 1.1796 0.4177 -1.6989 0.217 -0.194 -0.568
C 2.0348 1.6314 -2.0965 -0.506 0.335 0.448
O 2.9838 1.1777 -3.0299 0.236 -0.219 -0.233
H 3.3802 1.9305 -3.4837 -0.060 -0.086 0.019
C 2.6904 2.2555 -0.8380 -0.066 -0.369 0.077
O 1.9795 3.3560 -0.3565 -0.165 0.356 0.198
H 1.0277 3.1940 -0.4570 0.046 -0.019 -0.066
C 2.8907 1.1905 0.2638 0.006 -0.403 -0.334
N 3.8893 1.6636 1.2026 0.195 0.102 -0.058
C 4.0099 1.2798 2.4675 0.035 0.192 0.067
N 3.2090 0.3756 3.0060 -0.130 -0.015 0.028
H 3.3646 0.0892 3.9583 -0.017 0.068 -0.020
N 4.9391 1.8779 3.2275 0.113 -0.006 0.128
H 5.4903 2.6428 2.8799 -0.063 -0.017 0.012
H 5.0569 1.6214 4.1921 0.024 -0.002 -0.070
H 4.5508 2.3373 0.8450 -0.007 -0.056 0.156
H 1.9498 1.0596 0.8070 0.078 0.095 -0.039
C 3.2822 -0.1555 -0.3691 -0.217 0.298 -0.109
O 3.7008 -1.0211 0.6544 0.214 -0.042 0.085
H 2.6841 -0.2854 2.4296 0.119 -0.051 0.015
C 2.0547 -0.7137 -1.1314 0.188 0.282 0.271
N 2.4345 -1.6111 -2.1949 -0.126 -0.194 -0.240
C 3.0543 -2.8295 -1.9473 -0.018 0.305 -0.475
N 3.7772 -3.4747 -2.7539 0.399 -0.530 -0.164
H 3.9606 -3.0233 -3.6415 -0.101 0.208 0.036
N 2.8514 -3.3533 -0.6667 -0.120 -0.095 0.346
H 3.2433 -4.2864 -0.6266 -0.025 0.044 -0.057
H 3.6483 -1.9400 0.3193 -0.043 0.039 0.069
H 1.8831 -3.3477 -0.3653 -0.060 0.015 0.007
H 2.7897 -1.1302 -3.0117 0.021 -0.140 0.049
H 1.4419 -1.2580 -0.4050 0.034 0.144 -0.063
H 4.1042 0.0029 -1.0858 -0.150 0.025 0.056
H 3.6796 2.6363 -1.1328 -0.065 -0.124 -0.040
H 1.3810 2.3942 -2.5433 0.140 -0.071 0.109
H 0.6605 0.0403 -2.5908 0.033 0.016 0.116
H -1.6350 -3.4444 1.9197 0.014 0.077 -0.066
H -1.8516 -2.3423 -0.9252 0.003 -0.031 0.155
H -3.9530 -2.6498 1.2781 0.052 0.065 -0.047
H -6.4992 -1.9728 -1.1511 -0.121 0.031 0.067
H -5.9686 -0.7785 0.0492 -0.048 0.007 0.023
H -6.1859 -2.4795 0.5135 -0.096 0.006 0.005
```
Positions in Å, forces in eV/Å.

Computed properties:
- Multiplicity: 1
- Energy relative to the best compared isomer or geometry (same formula, charge and spin): 16.4 kcal per mole
- Net charge: +1
- SMILES: [H]/N=C(/N)N[C@H]1[C@H](O)[C@@H](NC(N)=[NH2+])[C@H](O)[C@@H](O)[C@@H]1O[C@@H]1O[C@@H](C)[C@](O)(C=O)[C@H]1O[C@@H]1O[C@@H](CO)[C@H](O)[C@@H](O)[C@@H]1NC
- E_LUMO: -2.11 eV
- Frontier orbital gap: 9.233 eV

natural (NBO) analysis output, partial charges in e:
1 C -0.4126
2 N -0.6359
3 H 0.3693
4 C -0.1014
5 C 0.0822
6 O -0.7346
7 H 0.5018
8 C 0.0682
9 O -0.7651
10 H 0.5084
11 C 0.0371
12 C -0.0724
13 O -0.7476
14 H 0.5023
15 H 0.1945
16 H 0.1770
17 H 0.2003
18 O -0.5241
19 C 0.3677
20 H 0.1765
21 O -0.5536
22 C 0.0490
23 H 0.2302
24 C 0.3725
25 O -0.5670
26 C 0.0842
27 C -0.6240
28 H 0.2289
29 H 0.2186
30 H 0.2295
31 H 0.2036
32 C 0.0776
33 C 0.4324
34 O -0.4984
35 H 0.1386
36 O -0.6877
37 H 0.4808
38 H 0.1568
39 O -0.5438
40 C 0.0898
41 C 0.0469
42 O -0.7322
43 H 0.4935
44 C 0.0902
45 O -0.7208
46 H 0.4954
47 C -0.1003
48 N -0.5515
49 C 0.6933
50 N -0.7779
51 H 0.4104
52 N -0.7719
53 H 0.4164
54 H 0.4173
55 H 0.4110
56 H 0.2350
57 C 0.0795
58 O -0.7687
59 H 0.4754
60 C -0.0974
61 N -0.6460
62 C 0.5739
63 N -0.7339
64 H 0.3465
65 N -0.8833
66 H 0.4148
67 H 0.5123
68 H 0.4010
69 H 0.4095
70 H 0.2351
71 H 0.1840
72 H 0.1752
73 H 0.2023
74 H 0.2103
75 H 0.1786
76 H 0.1671
77 H 0.2134
78 H 0.2143
79 H 0.1711
80 H 0.2003

=====

Entry 2:
Molecular formula: C21H40P2Pb
Method: DFT, wB97M-V/def2-TZVPD

Structure (XYZ):
```
64
Properties=species:S:1:pos:R:3:forces:R:3
P 1.3092 -2.0678 -2.8110 -0.190 -0.060 -1.884
P 1.1890 1.5981 -2.5578 -0.570 0.245 -2.282
C 0.8345 -0.7985 -4.0988 0.201 0.381 0.115
C 1.6129 0.5114 -4.0419 0.326 0.185 0.332
H -0.2509 -0.6136 -4.0654 0.344 -0.049 0.025
H 1.0529 -1.2930 -5.0536 -0.262 0.102 0.040
H 2.7000 0.3414 -3.9963 -0.210 -0.176 -0.110
H 1.4115 1.0886 -4.9586 0.168 -0.013 0.274
C -0.3595 2.2210 -3.4698 -0.252 0.256 0.672
H -0.9482 2.8299 -2.7736 0.020 -0.068 -0.317
H -0.9982 1.3681 -3.7586 0.272 0.338 0.196
H -0.1484 2.8287 -4.3725 0.232 -0.427 0.459
C 2.3198 2.9904 -3.0085 0.011 0.061 0.338
H 1.9468 3.5741 -3.8688 0.303 -0.289 0.365
H 3.2969 2.5351 -3.2323 -0.187 0.386 0.064
H 2.4120 3.6339 -2.1193 0.140 -0.022 -0.463
C -0.0097 -3.2214 -3.4142 -0.178 -0.709 0.500
H -0.1674 -3.9445 -2.6160 -0.234 -0.276 -0.143
H 0.3198 -3.7655 -4.3058 -0.036 0.162 0.085
H -0.9795 -2.7602 -3.6328 0.286 0.131 0.225
C 2.6330 -2.7586 -3.8550 0.352 -0.318 0.082
H 3.4230 -2.0153 -3.9724 0.156 -0.177 0.050
H 2.2532 -3.0498 -4.8385 0.151 0.035 0.083
H 3.0072 -3.6386 -3.3353 0.373 -0.083 -0.162
Pb 2.6839 0.2421 1.5621 -1.282 -0.257 1.223
C -1.6917 1.4716 -0.5914 -0.460 0.194 0.253
C -2.8045 1.1541 -1.2824 0.462 0.957 0.758
C -3.4899 -0.1642 -1.4575 -0.660 -0.447 0.289
C -3.4710 -1.0832 -0.1930 -0.782 0.463 -0.785
C -2.4475 -2.1498 -0.2699 1.260 -0.637 0.460
C -1.1716 -2.0205 -0.6768 -0.721 0.090 1.290
C -0.4391 -0.7187 -0.9585 0.769 0.016 0.336
C -0.6583 0.5114 -0.0189 0.077 -0.457 0.054
C 1.6843 -1.7977 2.0743 0.187 0.069 -0.417
H -1.5066 2.5513 -0.4052 -0.070 -0.782 -0.242
H -3.4441 1.9924 -1.5955 0.538 -0.167 -0.001
H -3.1716 -0.7824 -2.3187 0.059 0.473 0.230
H -4.5424 0.1188 -1.6543 0.421 -0.375 0.006
H -3.3894 -0.4703 0.7182 0.107 -0.177 -0.221
H -4.4503 -1.5778 -0.1420 0.141 0.151 0.069
H -2.7544 -3.1165 0.1547 0.184 0.261 -0.391
H -0.5257 -2.9021 -0.5077 -0.358 0.494 -0.453
H -0.5622 -0.3295 -1.9960 -0.052 -0.522 0.647
H 0.6292 -1.0465 -0.8793 -1.027 0.862 0.074
H -0.8701 0.1707 1.0245 -0.102 0.295 -0.690
H 0.3249 1.0517 0.0348 -0.880 -0.315 -0.059
H 2.5452 -2.3733 2.4583 -0.398 -0.066 -0.140
H 1.2829 -2.2762 1.1640 0.279 0.018 0.371
H 0.9009 -1.7317 2.8454 0.445 0.186 -0.356
C 1.1074 0.8523 7.1875 0.320 -0.088 0.074
C 0.3586 1.2071 5.8979 -0.299 0.159 0.277
C -0.9934 0.4904 5.9075 -0.179 -0.108 -0.018
C 0.1669 2.7170 5.8938 -0.093 0.571 0.188
C 1.0499 0.9559 4.6333 1.208 -0.530 -1.913
C 1.5365 0.9119 3.4971 -0.043 -0.083 1.046
H 0.5235 1.1971 8.0474 -0.055 -0.002 -0.138
H 2.0738 1.3590 7.2429 -0.008 -0.095 -0.104
H 1.2634 -0.2192 7.3223 0.028 -0.006 -0.193
H -1.6135 0.8616 6.7249 0.013 0.058 0.060
H -1.5260 0.6534 4.9723 -0.038 0.008 -0.046
H -0.8718 -0.5845 6.0543 0.062 0.014 -0.111
H 1.1422 3.1961 6.0078 -0.097 0.067 -0.105
H -0.2752 3.0478 4.9563 -0.052 0.058 0.004
H -0.4634 3.0362 6.7221 -0.120 0.032 0.126
```
Positions in Å, forces in eV/Å.

Computed properties:
- Multiplicity: 1
- Net charge: 0
- E_LUMO: -0.62 eV
- Frontier orbital gap: 7.475 eV

natural (NBO) analysis output, partial charges in e:
1 P 0.8140
2 P 0.7732
3 C -0.7005
4 C -0.6909
5 H 0.2161
6 H 0.2189
7 H 0.2106
8 H 0.2145
9 C -0.9138
10 H 0.2291
11 H 0.2235
12 H 0.2135
13 C -0.9340
14 H 0.2232
15 H 0.2288
16 H 0.2307
17 C -0.9323
18 H 0.2285
19 H 0.2185
20 H 0.2343
21 C -0.9390
22 H 0.2266
23 H 0.2094
24 H 0.2284
25 Pb 1.0896
26 C -0.1776
27 C -0.2014
28 C -0.4492
29 C -0.4504
30 C -0.1758
31 C -0.2031
32 C -0.5159
33 C -0.4628
34 C -1.1219
35 H 0.2051
36 H 0.2017
37 H 0.2208
38 H 0.2158
39 H 0.2261
40 H 0.2135
41 H 0.2020
42 H 0.2059
43 H 0.2214
44 H 0.2560
45 H 0.2377
46 H 0.2090
47 H 0.2089
48 H 0.2071
49 H 0.2319
50 C -0.5840
51 C -0.2028
52 C -0.5828
53 C -0.5774
54 C 0.0510
55 C -0.6094
56 H 0.2056
57 H 0.2118
58 H 0.2110
59 H 0.2021
60 H 0.2151
61 H 0.2100
62 H 0.2104
63 H 0.2160
64 H 0.1974

=====

Entry 3:
Molecular formula: C21H41BaN4O4P
Method: DFT, wB97M-V/def2-TZVPD

Structure (XYZ):
```
72
Properties=species:S:1:pos:R:3:forces:R:3
C 6.1165 0.1422 1.8953 -0.017 -1.310 0.045
C 5.2579 -1.1334 1.3483 1.752 0.008 0.801
N 4.2423 -0.6981 0.3349 1.016 0.962 -1.202
C 3.5869 -1.8628 -0.3565 0.303 -1.786 -0.151
C 2.0672 -2.1587 0.0822 0.969 0.147 -0.683
C 0.9623 -1.1247 -0.4811 -0.056 2.695 1.090
C 1.1729 -0.6616 -2.0042 -1.244 -0.954 -1.093
C 0.3839 0.6641 -2.4249 2.858 2.596 -0.936
O 1.0754 1.6435 -2.8475 -2.586 -3.441 1.636
C 1.1191 0.2483 0.3316 -0.203 1.523 1.923
O 1.9429 1.2394 0.2359 -1.939 -3.595 -0.603
N 0.1013 0.4678 1.3658 1.523 -1.779 -1.253
C -1.1611 -0.2580 0.9097 0.260 2.373 -1.164
C -1.9090 0.9474 0.1160 -0.459 0.433 0.070
C -2.7494 1.9226 1.0954 0.388 1.150 -1.174
C -3.2699 3.2328 0.2710 -0.662 -0.690 0.726
C -2.0823 4.1783 -0.2361 -1.164 0.354 -0.959
C -4.2906 2.7846 -0.9073 1.132 0.239 0.603
P -1.8847 -0.7231 2.6391 -0.201 -1.404 2.205
N -1.5869 0.6166 3.7842 -1.436 -0.451 -1.051
O -3.5825 -0.8916 2.5573 1.367 0.756 -0.310
C -0.5663 -1.4818 0.0070 -1.435 -2.675 -0.362
C -0.5602 -2.8450 0.9118 0.727 0.195 0.411
C -1.5061 -1.9900 -1.2288 -0.017 0.614 0.115
C -3.0507 -2.1755 -0.8254 -0.163 -1.229 -0.825
C -4.0848 -1.3918 -1.8097 1.122 0.533 1.051
N -4.6937 -2.2833 -2.8361 -0.192 1.167 0.131
C 5.0529 0.0721 -0.6759 3.103 -1.201 -2.275
C 4.9312 1.6707 -0.8656 -0.862 -0.418 -0.303
O 5.9125 -0.4816 -1.4159 -3.745 2.112 2.921
H 5.4433 1.0737 1.9606 1.059 -1.178 0.120
H 7.0322 0.3102 1.2235 -1.553 0.062 0.883
H 6.5340 -0.1557 2.9215 -0.754 0.762 -1.422
H 4.7956 -1.7106 2.2232 0.258 1.037 -1.378
H 6.0542 -1.8353 0.8847 -1.392 0.947 0.523
H 4.1887 -2.7960 -0.0240 -1.080 1.293 -0.673
H 3.7429 -1.8250 -1.5002 -0.410 0.102 1.899
H 1.8149 -3.1866 -0.3817 0.357 1.636 0.986
H 2.0749 -2.2094 1.2360 -0.348 -0.012 -1.939
H 0.7598 -1.5050 -2.6827 0.651 1.229 1.038
H 2.2550 -0.5115 -2.3210 -1.421 -0.024 0.756
H -0.7484 0.8061 -2.3405 1.372 -0.629 -0.143
H 0.4832 0.0345 2.2409 -0.312 0.608 -0.395
H -1.1195 1.6375 -0.3775 -1.087 -1.206 0.751
H -2.5867 0.5886 -0.7271 0.858 0.183 1.273
H -3.6909 1.4427 1.5210 1.501 0.324 -0.370
H -2.0424 2.3495 1.8992 -1.161 -0.968 -0.973
H -3.9291 3.8018 1.0333 1.237 -0.703 -1.149
H -1.7596 3.8652 -1.3000 -0.246 0.370 1.702
H -2.5360 5.2336 -0.3671 0.950 -1.580 0.278
H -1.1824 4.2429 0.4614 -1.212 -0.197 -0.764
H -3.6819 2.1942 -1.6818 -1.089 1.023 0.805
H -4.7462 3.7408 -1.3509 0.523 -1.707 0.453
H -5.0804 2.0769 -0.4700 1.002 1.222 -0.694
H -1.3768 0.2367 4.7203 -0.145 -0.058 -0.842
H -2.4654 1.1599 3.8705 0.848 0.012 -0.028
H -3.9580 -1.2887 3.3726 0.603 0.166 -0.616
H -0.1458 -3.7412 0.3120 -0.522 1.596 0.996
H -1.6006 -3.1571 1.2509 1.274 0.690 -0.562
H 0.0527 -2.6543 1.8709 -0.977 -0.681 -1.502
H -1.4752 -1.2953 -2.1325 0.071 -0.777 1.186
H -1.0685 -2.9927 -1.5646 -0.548 1.443 0.397
H -3.2413 -1.9745 0.2801 0.208 0.035 -1.518
H -3.2929 -3.2956 -0.9868 0.255 1.783 0.400
H -4.8581 -0.9088 -1.1009 0.909 -0.833 -1.504
H -3.4911 -0.5519 -2.3281 -0.856 -0.847 0.868
H -5.5998 -1.8549 -3.0826 0.536 -0.547 0.087
H -4.1492 -2.2587 -3.7166 -0.323 -0.039 0.862
H 4.5848 2.2056 0.1114 2.950 -2.150 -2.895
H 4.1087 1.8554 -1.6601 1.040 -0.310 1.216
H 5.8891 2.1161 -1.3001 -1.223 -0.755 0.982
Ba 3.0650 3.0673 1.0323 -1.942 1.756 1.521
```
Positions in Å, forces in eV/Å.

Computed properties:
- Multiplicity: 1
- Net charge: +2
- E_LUMO: -7.07 eV
- Frontier orbital gap: 6.055 eV

Mulliken analysis output, partial charges in e:
1 C -0.7423
2 C -0.6747
3 N 0.4183
4 C -1.0967
5 C -0.7100
6 C 1.6645
7 C -0.6469
8 C 0.0425
9 O -0.5690
10 C -0.6523
11 O -0.8289
12 N -0.4902
13 C 0.2116
14 C 0.5145
15 C -0.7711
16 C 0.1237
17 C -1.1086
18 C -1.0228
19 P 0.1541
20 N -0.5493
21 O -0.5161
22 C 1.1590
23 C -1.3565
24 C -1.0424
25 C -0.4757
26 C -0.5024
27 N -0.7470
28 C 0.3810
29 C -0.7158
30 O -0.4864
31 H -0.0501
32 H 0.3014
33 H 0.4088
34 H 0.4012
35 H 0.4265
36 H 0.3592
37 H 0.4624
38 H 0.4096
39 H 0.1891
40 H 0.4447
41 H 0.3619
42 H 0.2297
43 H 0.5569
44 H -0.2668
45 H -0.6965
46 H 0.2665
47 H 0.3707
48 H 0.4007
49 H 0.2626
50 H 0.3982
51 H 0.1345
52 H 0.1777
53 H 0.3978
54 H 0.2869
55 H 0.3206
56 H 0.2598
57 H 0.3356
58 H 0.3696
59 H 0.3723
60 H 0.3889
61 H 0.2413
62 H 0.6804
63 H 0.1238
64 H 0.4592
65 H 0.3307
66 H 0.2295
67 H 0.2844
68 H 0.2448
69 H -0.4707
70 H 0.4069
71 H 0.4313
72 Ba 1.7936

=====

Which E_tot belongs to each record? In order, -57422.1836 -46245.4936 -46554.6643 eV.